(1)
The following is a DFT calculation (the ωB97M-V functional and the def2-TZVPD basis) of a 2-piece molecular cluster, C11H15N overall.

CARTESIAN COORDINATES (ANGSTROEM)
C (-0.48299, -1.98734, 2.70128)
C (0.12014, -1.30642, 1.53436)
C (0.98148, -0.27190, 1.78446)
N (1.53928, 0.31635, 0.62015)
C (1.00384, -0.40468, -0.46761)
C (1.21817, -0.33127, -1.84523)
C (0.52703, -1.26713, -2.61973)
C (-0.43553, -2.23889, -2.06006)
C (-0.55491, -2.24160, -0.72322)
C (0.19614, -1.44930, 0.08783)
H (-1.12636, -1.30677, 3.18587)
H (0.16048, -2.39366, 3.56779)
H (-1.19536, -2.75487, 2.39956)
H (1.31212, 0.15714, 2.69878)
H (2.14759, 1.01992, 0.37668)
H (1.98542, 0.37769, -2.18229)
H (0.88999, -1.37266, -3.65122)
H (-0.73912, -3.01134, -2.78438)
H (-1.21294, -3.01158, -0.26966)
C (-0.94264, 3.23851, 0.34207)
C (-0.67700, 2.60573, -1.01845)
H (-1.08060, 4.37556, 0.19765)
H (-1.79900, 2.62445, 1.00460)
H (-0.09826, 3.29267, 1.03396)
H (0.17313, 1.84891, -0.83512)
H (-0.42003, 3.45077, -1.69637)
H (-1.49008, 2.04172, -1.38169)

Computed properties:
Frontier orbital gap = 8.818 eV
SMILES = Cc1c[nH]c2ccccc12.CC
Maximum force = 5.06 eV Å⁻¹
ΔE to the lowest compared entry with this formula, charge and spin = 2.142 eV
LUMO energy = 0.94 eV

(2)
The following is a DFT calculation (the ωB97M-V functional and the def2-TZVPD basis) of a 2-piece molecular cluster, C11H15N overall.

CARTESIAN COORDINATES (ANGSTROEM)
C (-0.39272, 0.85975, 4.38983)
C (0.00702, 1.08082, 2.97414)
C (1.08464, 1.75461, 2.49352)
N (1.03987, 1.78756, 1.07036)
C (-0.06245, 1.05719, 0.69242)
C (-0.54946, 0.95248, -0.61300)
C (-1.69349, 0.20163, -0.76286)
C (-2.31496, -0.41956, 0.33720)
C (-1.83922, -0.24045, 1.61771)
C (-0.67659, 0.50508, 1.84404)
H (-0.09244, -0.10740, 4.75670)
H (-1.49091, 0.71695, 4.35558)
H (-0.26256, 1.65712, 5.11834)
H (1.96442, 2.13381, 2.98691)
H (1.75471, 2.12778, 0.44757)
H (-0.16033, 1.60718, -1.37494)
H (-2.05010, -0.02937, -1.75604)
H (-3.11266, -1.08921, 0.05024)
H (-2.18609, -0.83425, 2.45927)
C (1.06136, -2.40756, -4.04126)
C (1.68464, -1.01280, -3.73889)
H (1.67189, -2.92186, -4.77260)
H (0.92434, -3.04851, -3.19542)
H (0.07804, -2.09038, -4.39812)
H (1.95089, -0.56481, -4.68682)
H (2.60087, -1.25528, -3.18555)
H (1.06129, -0.42053, -3.06832)

Computed properties:
Frontier orbital gap = 8.820 eV
SMILES = Cc1c[nH]c2ccccc12.CC
Maximum force = 2.41 eV Å⁻¹
ΔE to the lowest compared entry with this formula, charge and spin = 0.888 eV
LUMO energy = 0.93 eV

(3)
The following is a DFT calculation (the ωB97M-V functional and the def2-TZVPD basis) of a 2-piece molecular cluster, C11H15N overall.

CARTESIAN COORDINATES (ANGSTROEM)
C (-0.97121, -3.49158, -0.36605)
C (0.25731, -1.28784, 0.10387)
C (-0.12935, -2.36205, -0.75485)
C (1.24052, -0.56280, -0.62043)
C (0.41225, -2.09712, -2.02708)
C (0.93984, -0.19487, 2.12264)
C (1.81012, 0.57749, 1.37242)
C (0.15489, -1.19245, 1.51132)
C (1.94690, 0.44015, -0.01634)
N (1.13584, -0.93248, -1.96432)
H (1.00228, -0.17734, 3.20643)
H (2.26674, 1.40429, 1.90140)
H (-0.41523, -1.83943, 2.15407)
H (2.53350, 1.13104, -0.62940)
H (-1.12880, -4.20116, -1.18901)
H (-1.99503, -3.13857, -0.15542)
H (0.07454, -2.37725, -3.01221)
H (2.00020, -0.89126, -2.49863)
H (-0.69406, -4.04250, 0.53651)
C (-1.26290, 3.22260, 0.78805)
C (-1.30938, 3.12116, -0.76034)
H (-1.05148, 2.20302, 1.20530)
H (-0.56512, 3.90753, 1.25372)
H (-2.26835, 3.44386, 1.14476)
H (-0.82253, 3.98500, -1.22248)
H (-2.37841, 3.08144, -0.88875)
H (-0.78304, 2.27112, -1.19516)

Computed properties:
Frontier orbital gap (alpha / beta) = 9.150 / 6.286 eV
2S+1 = 2
Maximum force = 2.28 eV Å⁻¹
Net charge = +1
ΔE to the lowest compared entry with this formula, charge and spin = 1.050 eV
LUMO energy (alpha / beta) = -4.11 / -7.22 eV

(4)
The following is a DFT calculation (the ωB97M-V functional and the def2-TZVPD basis) of an isolated ion of composition C11H15N2 and charge +1.

CARTESIAN COORDINATES (ANGSTROEM)
C (-0.22223, -1.91851, -1.01198)
C (-0.83049, -1.47486, 0.04049)
C (-1.29158, -2.21602, 1.31173)
C (-1.07616, 0.02146, 0.11181)
C (-2.45062, 0.18266, -0.02320)
C (-2.99488, 1.42388, 0.02422)
C (-2.12832, 2.53663, 0.06481)
C (-0.81243, 2.34511, 0.13704)
C (-0.25270, 1.09481, 0.30501)
N (1.24816, 0.97425, 0.31460)
C (2.08393, 1.78009, -0.52375)
C (1.90285, 0.19876, 1.14537)
N (3.18725, -0.13545, 0.87157)
H (0.34810, -1.31624, -1.60581)
H (0.03094, -2.92196, -1.20131)
H (-0.62006, -3.13910, 1.44236)
H (-2.27810, -2.33876, 1.16762)
H (-1.13112, -1.57278, 2.21295)
H (-2.99447, -0.73493, -0.25976)
H (-4.04853, 1.59107, -0.08400)
H (-2.43036, 3.57446, -0.12218)
H (-0.21088, 3.26018, 0.17684)
H (1.70548, 2.14469, -1.44199)
H (2.78144, 1.10708, -0.91964)
H (2.52859, 2.67484, 0.06787)
H (1.48606, -0.67874, 1.73173)
H (3.55660, -0.97599, 1.09995)
H (3.94269, 0.53446, 0.45786)

Computed properties:
Frontier orbital gap = 8.770 eV
SMILES = C=C(C)c1ccccc1N(C)C=[NH2+]
Maximum force = 5.79 eV Å⁻¹
Net charge = +1
ΔE to the lowest compared entry with this formula, charge and spin = 2.316 eV
LUMO energy = -3.93 eV

(5)
The following is a DFT calculation (the ωB97M-V functional and the def2-TZVPD basis) of an isolated ion of composition C11H15N2 and charge +1.

CARTESIAN COORDINATES (ANGSTROEM)
C (1.92554, -0.88685, -2.72861)
C (1.81709, 0.40383, -2.25968)
C (1.06570, -1.83193, -2.09918)
C (0.89776, 0.80450, -1.26455)
C (0.43931, -1.50514, -0.90689)
C (0.42858, -0.19522, -0.54922)
C (-0.55168, 1.65601, 0.94939)
C (-2.21606, 1.39675, -0.49149)
C (-2.08601, 0.03095, 0.19371)
C (0.89567, -0.20963, 2.70375)
C (-0.42392, -0.56151, 1.99806)
N (-1.31740, 2.36322, 0.22654)
N (-0.70052, 0.18069, 0.75225)
H (2.57590, -1.18479, -3.59971)
H (2.52944, 1.11323, -2.56689)
H (0.84901, -2.77036, -2.55205)
H (0.78306, 1.78628, -0.99677)
H (0.19330, -2.28791, -0.26251)
H (0.38017, 2.01065, 1.50777)
H (-1.61997, 1.22013, -1.43837)
H (-3.19799, 1.80334, -0.63076)
H (-2.78261, 0.15614, 1.04419)
H (-2.05594, -0.85561, -0.35390)
H (1.82500, -0.42847, 2.18998)
H (0.91166, 0.71275, 3.03001)
H (0.81157, -0.91583, 3.52226)
H (-1.17206, -0.35924, 2.72415)
H (-0.20461, -1.64600, 1.85851)

Computed properties:
Frontier orbital gap (alpha / beta) = 6.329 / 6.868 eV
2S+1 = 3
Maximum force = 5.95 eV Å⁻¹
Net charge = +1
ΔE to the lowest compared entry with this formula, charge and spin = 3.527 eV
LUMO energy (alpha / beta) = -3.10 / -6.81 eV

(6)
The following is a DFT calculation (the ωB97M-V functional and the def2-TZVPD basis) of a 2-piece molecular cluster, C11H15N2O2 overall.

CARTESIAN COORDINATES (ANGSTROEM)
C (4.64356, 0.52092, -0.89910)
C (3.58447, -0.37232, -0.80608)
C (4.42093, 1.87949, -0.72397)
C (2.31444, 0.08215, -0.52013)
C (3.16029, 2.34449, -0.41298)
C (2.08430, 1.45019, -0.28964)
C (-2.85944, -0.46725, 0.90392)
C (-2.86813, -1.54139, 0.12724)
C (0.77149, 1.90982, 0.09235)
C (0.60310, 3.01562, 1.05326)
C (-4.29295, -3.52656, 0.29310)
N (-0.29956, 1.32213, -0.36176)
N (-4.00877, -2.22160, -0.29191)
O (-2.75514, 0.66847, 1.21906)
O (-1.64370, -2.13198, -0.10987)
H (5.64057, 0.16443, -1.10982)
H (3.75500, -1.42811, -0.94877)
H (5.23553, 2.57846, -0.82661)
H (1.51012, -0.63003, -0.39678)
H (3.00101, 3.40760, -0.31888)
H (-0.32817, 3.55458, 0.89431)
H (1.44455, 3.70194, 1.04177)
H (0.56239, 2.58180, 2.05598)
H (-5.09831, -3.97951, -0.27943)
H (-3.41753, -4.17224, 0.22256)
H (-4.59746, -3.45989, 1.34348)
H (-1.22386, 1.57657, -0.02353)
H (-4.83473, -1.63841, -0.30254)
H (-0.24312, 0.52513, -0.98204)
H (-1.78911, -3.06977, -0.29332)

Computed properties:
Frontier orbital gap = 6.581 eV
Maximum force = 0.89 eV Å⁻¹
Net charge = +1
ΔE to the lowest compared entry with this formula, charge and spin = 0.497 eV
LUMO energy = -4.29 eV